(1)
C56H72BN10O2PReS as an isolated structure. Source: the OMol25 dataset; level of theory: ωB97M-V with the def2-TZVPD basis set.

Cartesian coordinates (Å):
Re: 0.405 -0.386 -0.173
S: -3.996 -0.204 1.275
P: -0.402 0.482 2.061
O: -4.901 -0.237 0.141
O: -1.885 1.107 2.183
N: 2.871 0.600 -1.613
N: -2.662 -1.091 1.001
N: 0.702 1.135 -2.728
N: 2.546 0.148 -0.371
N: -1.530 -1.387 -0.993
N: 1.261 -1.695 -1.598
N: 1.247 2.455 0.635
N: -0.074 1.039 -1.629
N: 0.518 1.756 2.699
N: 1.641 -1.197 -2.797
C: -4.812 -1.183 2.593
C: 2.777 4.467 1.765
C: -4.765 -2.170 4.744
C: 1.266 2.634 1.948
C: -2.578 -1.684 -0.204
C: 0.788 2.511 -4.859
C: 0.869 -1.459 5.486
C: -6.115 -1.587 2.391
C: -2.434 -2.817 -2.679
C: -1.073 1.930 -1.740
C: 4.153 1.018 -1.628
C: 2.311 -2.148 -5.078
C: 6.221 0.944 -3.023
C: 1.334 -3.954 -0.446
C: -3.524 2.221 -1.424
C: 1.828 -3.389 -2.904
C: -3.558 -2.615 -0.599
C: -2.392 1.445 4.555
C: 3.649 0.215 0.387
C: 1.199 3.984 -4.792
C: -4.470 2.527 5.103
C: 3.891 -0.373 1.747
C: -0.179 -0.721 3.444
C: 1.242 -1.363 -5.841
C: 1.406 -3.031 -1.627
C: 1.111 -5.410 -0.860
C: -0.820 -1.955 3.358
C: 0.679 -0.488 4.518
C: 3.873 0.680 2.859
C: 0.224 2.090 -3.543
C: 1.968 -2.209 -3.623
C: -2.155 2.187 -0.743
C: -2.666 1.615 3.209
C: 2.934 -1.517 2.058
C: -6.738 -2.317 3.390
C: 2.026 3.635 2.565
C: -3.452 -3.225 -1.821
C: -0.249 2.296 -5.967
C: -0.908 2.617 -2.936
C: -1.845 3.524 -0.057
C: -3.302 1.900 5.497
C: -4.713 2.745 3.756
C: 2.729 4.305 0.385
C: 0.296 -3.562 0.599
C: -3.818 2.287 2.808
C: 5.073 3.120 -2.572
C: 3.714 -1.604 -5.353
C: -4.131 -1.433 3.761
C: 4.866 1.620 -2.797
C: -1.511 -1.901 -2.229
C: 4.670 0.793 -0.363
C: 0.218 -2.679 5.394
C: -6.742 -3.407 5.650
C: -6.071 -2.623 4.574
C: -0.635 -2.923 4.333
C: 1.950 3.286 -0.126
B: 1.980 0.309 -2.849
H: -6.617 -1.349 1.467
H: 6.121 -0.137 -3.083
H: 3.289 4.954 -0.265
H: -4.152 -3.989 -2.119
H: 2.858 1.017 3.037
H: -5.596 3.275 3.435
H: 5.666 0.980 -0.018
H: 2.034 3.743 3.640
H: 1.673 1.920 -5.094
H: 0.998 -6.022 0.032
H: -0.884 3.464 0.445
H: -2.149 1.385 -0.001
H: 3.775 -0.550 -5.105
H: -3.739 1.271 -1.906
H: 0.392 -3.439 6.138
H: -0.592 1.265 -5.983
H: 1.265 -0.318 -5.555
H: 4.273 0.263 3.781
H: 4.460 -2.140 -4.771
H: 6.657 1.297 -3.954
H: -4.345 -2.861 0.092
H: -1.466 -2.152 2.515
H: 1.651 4.281 -5.734
H: -1.153 -3.870 4.261
H: 2.540 0.569 -3.840
H: -0.710 -3.763 0.237
H: -4.307 2.403 -0.694
H: 3.949 -1.726 -6.407
H: -6.016 -3.799 6.357
H: 0.333 4.613 -4.609
H: -7.437 -2.769 6.195
H: -0.732 -1.554 -2.891
H: 1.533 -1.259 6.312
H: -1.526 3.404 -3.317
H: 4.480 1.540 2.586
H: 0.455 -4.131 1.512
H: -4.236 -2.396 5.657
H: 5.645 3.297 -1.666
H: -3.087 1.761 6.545
H: 0.380 -2.498 0.866
H: 4.263 1.490 -3.695
H: 4.119 3.636 -2.500
H: 4.910 -0.776 1.707
H: -1.111 2.941 -5.817
H: -7.307 -4.235 5.231
H: -4.003 2.445 1.758
H: 2.024 -4.378 -3.264
H: 0.316 2.066 3.644
H: 5.631 3.533 -3.407
H: 0.194 2.528 -6.932
H: -1.801 4.319 -0.797
H: 1.874 3.123 -1.192
H: 0.209 -5.512 -1.460
H: 0.253 -1.766 -5.630
H: -7.754 -2.648 3.240
H: -2.607 3.781 0.672
H: -5.190 2.851 5.835
H: -3.574 3.011 -2.167
H: 1.902 -1.158 2.024
H: 1.958 -5.793 -1.421
H: 3.056 -2.330 1.345
H: 1.220 0.442 4.607
H: -1.494 0.934 4.866
H: 2.287 -3.187 -5.424
H: -2.352 -3.227 -3.670
H: 3.403 5.225 2.208
H: 1.415 -1.441 -6.910
H: -3.120 -1.083 3.897
H: 1.919 4.150 -3.995
H: 3.116 -1.908 3.057
H: 2.325 -3.894 0.027
H: 6.906 1.195 -2.220

Calculated values
Net charge: +2
Spin multiplicity: 2
LUMO level (alpha / beta), eV: -8.323 / -7.916
⟨S²⟩: 0.79
Kohn-Sham gap (alpha / beta), eV: 3.61 / 3.96
ΔE to the lowest compared entry with this formula, charge and spin, kJ/mol: 0.0

Atom charges from the Mulliken analysis, given in e for atoms 1 to 5: Re 1.339; S 1.238; P 0.863; O -0.691; O -0.340

***

(2)
A 7-piece molecular cluster, C56H78N4O3PS overall. Source: the OMol25 dataset; level of theory: ωB97M-V with the def2-TZVPD basis set.

Cartesian coordinates (Å):
S: -3.828 -0.709 -3.306
P: -3.795 -0.640 1.054
O: -2.776 -1.994 0.763
O: -4.823 -1.069 2.347
O: -1.089 3.326 3.675
N: -4.726 -0.335 -0.199
N: -1.262 2.907 1.104
N: -0.190 -3.073 2.009
N: -2.295 1.486 2.658
C: 9.338 1.106 2.874
C: 3.787 2.533 1.832
C: -6.525 3.607 0.236
C: 8.112 -2.388 -0.487
C: 9.747 2.411 3.134
C: 5.386 1.607 -4.074
C: -1.990 1.840 0.397
C: -7.218 -5.080 -5.343
C: -5.249 -10.354 -5.377
C: -0.259 -0.291 3.683
C: 1.112 3.763 0.438
C: -6.154 -4.128 -3.401
C: -7.298 -2.700 -4.970
C: -7.207 -8.999 -5.001
C: -6.789 5.582 -1.120
C: -7.917 -10.131 -4.613
C: -4.589 4.880 -0.430
C: 1.530 2.214 0.379
C: -5.410 5.772 -1.112
C: 7.776 -3.510 -1.240
C: -7.292 -11.375 -4.605
C: 1.126 3.066 6.259
C: -2.636 0.989 4.020
C: -7.345 4.497 -0.449
C: 8.893 3.289 3.794
C: -0.468 4.039 0.553
C: 6.634 -2.101 -2.828
C: -0.415 -2.886 3.474
C: 2.742 2.969 6.409
C: 7.216 1.561 3.922
C: 0.354 3.556 3.717
C: 7.628 2.863 4.190
C: 4.936 3.791 -3.160
C: -6.478 -5.239 -4.175
C: -5.146 3.800 0.249
C: 3.160 2.182 0.391
C: 7.058 3.337 -4.208
C: -2.719 0.864 1.388
C: 4.527 2.487 -3.424
C: -5.960 -11.486 -4.992
C: 6.201 4.217 -3.553
C: -1.496 0.036 4.656
C: 0.485 -1.683 4.115
C: 7.711 -1.124 -0.906
C: 7.032 -3.366 -2.407
C: -5.872 -9.109 -5.379
C: 6.975 -0.979 -2.078
C: 0.662 4.174 5.194
C: -2.059 1.717 -1.201
C: -1.494 2.655 2.504
C: -2.103 -0.032 -3.257
C: 6.652 2.031 -4.464
C: -1.551 0.310 -1.780
C: 8.073 0.682 3.266
C: -7.626 -3.811 -5.742
C: -6.565 -2.860 -3.798
H: 3.538 2.157 -3.122
H: -8.419 4.345 -0.460
H: 1.243 1.817 -0.669
H: 8.092 -4.496 -0.916
H: 6.667 0.008 -2.408
H: -2.075 0.865 -3.967
H: 3.177 1.997 5.995
H: -8.200 -3.687 -6.654
H: -3.614 0.373 4.031
H: 3.723 3.684 1.952
H: -1.972 -0.961 4.945
H: -1.403 -0.836 -3.682
H: -1.539 -2.705 3.667
H: 4.268 4.476 -2.647
H: -3.925 -1.765 -2.408
H: -2.826 1.859 4.757
H: 4.906 2.285 1.925
H: -7.613 -1.710 -5.282
H: 7.753 -0.335 3.060
H: 0.728 3.423 7.286
H: 0.994 2.632 3.522
H: -6.154 -6.228 -3.867
H: -7.429 6.279 -1.650
H: -1.429 2.546 -1.677
H: 7.972 -0.249 -0.318
H: -0.838 4.437 -0.450
H: -5.581 -4.252 -2.488
H: -4.506 3.108 0.787
H: 0.080 -2.203 1.533
H: 1.736 4.260 1.270
H: 10.731 2.743 2.822
H: 10.007 0.420 2.365
H: 6.764 -4.241 -2.990
H: -3.513 5.027 -0.426
H: 6.963 3.548 4.706
H: 9.213 4.304 4.001
H: 6.519 5.233 -3.350
H: -0.592 4.912 1.303
H: 1.370 5.075 5.142
H: 0.558 -3.771 1.848
H: 3.183 3.869 5.845
H: -0.065 -3.870 3.974
H: 2.989 3.075 7.524
H: -3.156 1.869 -1.504
H: -7.844 -12.257 -4.299
H: -5.410 -0.322 2.602
H: -4.210 -10.441 -5.675
H: -0.395 0.293 -1.861
H: 6.057 -1.989 -3.740
H: 6.228 1.231 4.225
H: -7.694 -8.029 -5.009
H: 1.483 4.251 -0.543
H: -6.959 2.762 0.761
H: 0.642 2.038 6.078
H: 1.465 -1.697 3.521
H: -8.957 -10.045 -4.316
H: 0.614 -1.776 5.244
H: 3.596 2.961 -0.345
H: 0.534 0.541 3.835
H: 3.212 2.009 2.670
H: 3.567 1.159 0.044
H: -5.475 -12.457 -4.993
H: 8.043 3.670 -4.518
H: -4.589 0.619 -0.562
H: 7.323 1.343 -4.968
H: -5.317 -8.225 -5.676
H: -3.403 -2.650 0.351
H: -1.835 -0.536 -1.065
H: -0.354 4.586 5.569
H: 0.578 4.426 2.989
H: -6.314 -1.994 -3.193
H: -4.976 6.616 -1.638
H: 8.688 -2.501 0.426
H: 5.068 0.589 -4.276
H: -7.477 -5.946 -5.943
H: -0.528 -0.419 2.581
H: 1.123 1.574 1.233
H: -1.052 0.604 5.561

Calculated values
Net charge: +1
Spin multiplicity: 1
LUMO level, eV: -2.905
Kohn-Sham gap, eV: 7.45

Atom charges from the Mulliken analysis, given in e for atoms 1 to 5: S -0.104; P 0.820; O -0.420; O -0.515; O -0.401

***

| no. | calculated total energy (eV) |
| --- | --- |
| 1 | -101155.90895 |
| 2 | -91552.78340 |